DFT (ωB97M-V/def2-TZVPD) results for 2 unconnected molecules or ions with the total composition C6H16.

Calculated values
Highest occupied orbital energy: -0.4145 Ha
2S+1: 1
LUMO energy: 1.09 eV
SMILES string: CC(C)C.CC
ΔE to the lowest compared entry with this formula, charge and spin: 36.32 kJ/mol
F_max: 0.039 hartree/bohr

Structure (XYZ):
```
22
Properties=species:S:1:pos:R:3:forces:R:3:nbo_charge:R:1
C 0.2576 2.6138 0.3192 -0.58 -0.20 -0.33 -0.602
C 0.6736 -1.2432 -0.7967 0.55 0.70 -0.96 -0.606
C 0.8220 2.9462 -1.0812 0.49 -0.76 1.77 -0.608
C -0.1913 -1.2545 0.4477 -0.83 -0.55 -0.68 -0.232
C 0.0802 -2.5129 1.2535 -0.52 0.26 0.86 -0.599
C -1.6822 -1.1502 0.0293 -0.16 0.08 0.74 -0.610
H -2.3351 -1.7936 0.6269 0.21 -0.09 0.10 0.206
H -0.0068 3.1000 -1.7601 0.26 0.37 -0.35 0.209
H 0.6863 -0.2746 -1.3161 -0.21 0.05 0.30 0.206
H -0.5310 -2.5198 2.1654 0.10 0.16 -0.02 0.203
H -0.4145 1.7554 0.2235 0.07 -0.01 0.12 0.194
H -0.0043 -0.3806 1.0663 0.39 0.02 0.10 0.198
H -0.2334 -3.4222 0.7400 0.46 -0.02 -0.31 0.205
H -1.8842 -1.4133 -1.0064 0.19 0.15 -0.14 0.206
H 1.5447 3.7505 -0.9564 -0.35 0.43 -0.57 0.205
H 1.4247 2.0817 -1.3648 -0.19 0.00 -0.46 0.201
H 1.0167 2.3499 1.0544 0.15 0.06 -0.11 0.201
H 1.7302 -1.4681 -0.6364 -0.05 -0.14 0.32 0.206
H -2.0343 -0.1406 0.2473 -0.12 0.07 -0.42 0.208
H 1.1202 -2.5156 1.5803 0.06 -0.43 -0.18 0.206
H 0.3149 -1.9235 -1.5750 -0.08 -0.29 0.32 0.203
H -0.3541 3.4149 0.7394 0.15 0.13 -0.08 0.200
```
Forces are in eV/Å.